# 1
Computed, not measured: C3H6N2O as an isolated structure, with wB97M-V/def2-TZVPD.

Geometry (Å):
C1 -0.8903 -1.5236 0.8095
C2 0.5624 0.3694 1.3581
C3 0.3355 1.3575 -1.9547
H1 0.1536 -2.2569 0.5230
H2 -1.7976 -1.9270 1.4150
H3 -1.3212 -1.2709 -0.5005
H4 1.1721 1.1063 1.9580
H5 0.3095 1.0087 -3.0931
H6 0.8633 2.2715 -1.4406
N1 0.8772 0.8277 0.1538
N2 0.1081 0.4310 -0.9910
O1 -0.3727 -0.3938 1.7625

Atoms 1-6, force components in eV/Å:
C 0.75 -0.81 -2.66
C 2.31 4.18 -3.81
C 0.90 -2.47 2.65
H -3.49 2.05 1.42
H 2.20 0.31 -1.07
H 1.47 0.02 4.70

Results
Multiplicity: 1
ΔE to the lowest compared entry with this formula, charge and spin, kcal/mol: 155.8
E_HOMO, Eh: -0.3267
LUMO energy, Ha: 0.0198
Largest force on an atom, eV/A: 6.1

Atomic partial charges in e from the Löwdin method, atoms 1 to 6: number 1, C, carries -0.062; number 2, C, carries -0.322; number 3, C, carries -0.053; number 4, H, carries 0.150; number 5, H, carries 0.080; number 6, H, carries 0.161

=====

# 2
Computed, not measured: one molecule with the formula C5H10N2O2, with wB97M-V/def2-TZVPD.

Geometry (Å):
C1 -1.2975 -0.9094 0.5990
C2 1.9319 0.3535 0.5100
C3 -0.5094 -1.9609 -0.1222
C4 2.1503 1.7003 -0.1992
C5 -1.7215 0.2527 0.0217
N1 1.3444 -0.4516 -0.2273
N2 0.8823 -1.7332 0.1987
O1 -2.3289 1.2474 0.6962
O2 -1.8960 0.3974 -1.3719
H1 -0.7109 -2.9523 0.2082
H2 -0.6656 -1.9688 -1.2739
H3 3.2444 2.0179 -0.1781
H4 1.4954 2.5360 0.3262
H5 1.8537 1.7590 -1.2689
H6 -1.4716 -1.0048 1.7074
H7 1.1746 -0.2232 -1.2616
H8 1.0444 -1.5329 1.2338
H9 -2.2472 1.2276 1.7083
H10 -2.2730 1.2453 -1.3064

Atoms 1-6, force components in eV/Å:
C -1.36 1.40 -0.11
C 0.99 2.99 1.51
C -0.44 1.39 -1.29
C 0.24 1.36 0.71
C -0.35 -3.57 0.23
N -1.65 -1.17 -3.90

Results
Multiplicity: 1
ΔE to the lowest compared entry with this formula, charge and spin, kcal/mol: 128.8
E_HOMO, Eh: -0.2958
LUMO energy, Ha: 0.0158
Largest force on an atom, eV/A: 4.4

Atomic partial charges in e from the Löwdin method, atoms 1 to 6: number 1, C, carries -0.069; number 2, C, carries -0.174; number 3, C, carries -0.227; number 4, C, carries -0.156; number 5, C, carries -0.420; number 6, N, carries -0.132

=====

# 3
Computed, not measured: one molecule with the formula C3H6FNO, with wB97M-V/def2-TZVPD.

Geometry (Å):
C1 -1.6030 -0.1120 -0.4601
C2 1.0795 -0.3929 -0.4372
C3 0.5242 0.0913 0.8365
N1 -0.7395 0.8373 0.6287
O1 -1.8190 -1.2113 -0.0831
F1 -0.6168 2.0161 -0.1990
H1 -2.2300 0.6149 -1.0233
H2 0.6209 0.0122 -1.3446
H3 2.2262 -0.2152 -0.3423
H4 1.0345 -1.4121 -0.4475
H5 0.2065 -0.7749 1.4096
H6 1.3165 0.5465 1.4623

Atoms 1-6, force components in eV/Å:
C -0.24 2.16 5.02
C 3.82 1.69 -0.50
C -0.61 0.98 0.61
N -1.56 -1.70 -2.20
O 0.19 -0.16 -1.43
F 0.96 -0.35 0.48

Results
Multiplicity: 1
ΔE to the lowest compared entry with this formula, charge and spin, kcal/mol: 98.7
E_HOMO, Eh: -0.3618
LUMO energy, Ha: 0.0101
Largest force on an atom, eV/A: 5.5
SMILES: CCN(F)C=O

Atomic partial charges in e from the Löwdin method, atoms 1 to 6: number 1, C, carries -0.176; number 2, C, carries -0.118; number 3, C, carries -0.266; number 4, N, carries -0.023; number 5, O, carries 0.097; number 6, F, carries -0.129

=====

# 4
Computed, not measured: one molecule with the formula C2H3N3O, with wB97M-V/def2-TZVPD.

Geometry (Å):
C1 -0.3664 0.1992 -0.9774
C2 0.6123 -0.6119 0.8685
H1 -0.0483 -0.0308 -2.7163
H2 1.2636 -1.0235 1.7685
H3 -0.5286 0.4121 2.1643
N1 -0.4680 0.5837 -2.1713
N2 0.8216 -0.4826 -0.3687
N3 -0.3955 0.0471 1.2256
O1 -0.8907 0.9067 0.2068

Atoms 1-6, force components in eV/Å:
C 4.28 1.87 2.34
C 4.11 -1.49 1.14
H 2.91 -3.30 -3.38
H -1.10 0.43 -2.47
H -0.23 0.10 -0.54
N -4.14 2.60 4.55

Results
Multiplicity: 1
ΔE to the lowest compared entry with this formula, charge and spin, kcal/mol: 88.5
E_HOMO, Eh: -0.3393
LUMO energy, Ha: 0.0212
Largest force on an atom, eV/A: 7.4
SMILES: [H]/N=c1\nc[nH]o1

Atomic partial charges in e from the Löwdin method, atoms 1 to 6: number 1, C, carries -0.333; number 2, C, carries -0.298; number 3, H, carries -0.009; number 4, H, carries 0.184; number 5, H, carries 0.162; number 6, N, carries 0.176

=====

# 5
Computed, not measured: C7H26N10O7Zn as an isolated structure, with wB97M-V/def2-TZVPD.

Geometry (Å):
Zn1 -0.0492 0.3282 -0.2270
C1 1.6974 -1.1214 -2.2881
O1 0.7356 -0.4525 -1.8855
N1 2.0409 -2.3204 -1.7103
N2 2.6072 -0.6898 -3.1865
H1 2.8681 -2.7829 -2.0309
H2 1.3107 -2.8291 -1.2466
H3 3.4172 -1.2611 -3.3259
H4 2.6357 0.2418 -3.5583
C2 -2.4500 -1.3592 -1.2508
O2 -1.6642 -0.8199 -0.4351
N3 -2.3542 -2.6776 -1.5280
N4 -3.4949 -0.7229 -1.7975
H5 -3.2174 -3.1393 -1.7531
H6 -1.6019 -3.1721 -1.0845
H7 -3.8720 0.0464 -1.2666
H8 -4.0974 -1.2108 -2.4365
C3 2.5516 1.7424 0.8840
O3 1.7385 1.2130 0.1105
N5 2.2387 2.7107 1.7414
N6 3.8497 1.2770 1.0116
H9 2.9931 3.0415 2.3218
H10 1.3885 3.2101 1.9126
H11 4.4733 1.8235 1.5753
H12 4.1799 0.6703 0.2831
C4 -0.9520 2.2557 -2.2957
O4 -0.5785 2.0701 -1.1055
N7 -2.2261 2.2632 -2.6842
N8 -0.0317 2.2876 -3.2851
H13 -2.4782 2.3071 -3.6528
H14 -2.9185 2.2042 -1.9589
H15 0.9442 2.2104 -3.0855
H16 -0.3861 2.1792 -4.2179
C5 1.2922 -1.7078 1.9406
O5 0.6659 -1.0499 1.0827
N9 2.0675 -1.1068 2.8437
N10 1.1365 -3.0547 2.1233
H17 2.2266 -0.1179 2.8168
H18 2.5910 -1.6391 3.5167
H19 1.9836 -3.4665 2.4882
H20 0.7443 -3.5573 1.3427
C6 -1.4596 0.6745 2.5964
C7 -2.7975 -0.0682 2.4840
O6 -3.8555 0.8459 2.3061
O7 -1.0116 1.3834 1.4439
H21 -0.6391 0.0605 2.9840
H22 -1.6519 1.3474 3.4418
H23 -2.8861 -0.6347 3.4161
H24 -2.8492 -0.7818 1.6632
H25 -4.1668 1.1376 3.1688
H26 -0.6881 2.2125 1.7975

Atoms 1-6, force components in eV/Å:
Zn -0.26 0.51 0.43
C 0.91 0.05 1.30
O 0.22 -0.55 -1.43
N -0.58 0.80 -0.35
N -0.17 -0.08 -0.04
H -0.07 -0.50 -0.01

Results
Multiplicity: 1
ΔE to the lowest compared entry with this formula, charge and spin, kcal/mol: 7.3
Net charge: +2
E_HOMO, Eh: -0.5525
LUMO energy, Ha: -0.1741
Largest force on an atom, eV/A: 2.3

Atomic partial charges in e from the Löwdin method, atoms 1 to 6: number 1, Zn, carries 0.625; number 2, C, carries -0.572; number 3, O, carries -0.010; number 4, N, carries 0.190; number 5, N, carries 0.204; number 6, H, carries 0.108

=====

# 6
Computed, not measured: a 2-piece molecular cluster, CH6NO2 overall, with wB97M-V/def2-TZVPD.

Geometry (Å):
N1 -1.1652 -1.5745 0.4746
C1 -0.5329 -0.2166 0.6058
O1 -0.0750 0.2593 -0.5646
H1 -0.4052 -2.1981 0.2009
H2 -1.7407 -1.4483 -0.3560
H3 0.2547 -0.3301 1.3718
H4 -1.3489 0.4149 1.0385
H5 1.1242 1.3831 -0.4359
H6 1.9697 1.7618 -1.6397
O2 1.9193 1.9486 -0.6955

Atoms 1-6, force components in eV/Å:
N 0.10 0.13 0.34
C -0.37 -0.02 -0.53
O 0.17 0.26 0.18
H -0.22 0.12 -0.19
H 0.10 -0.27 -0.05
H 0.05 -0.03 0.30

Results
Multiplicity: 1
ΔE to the lowest compared entry with this formula, charge and spin, kcal/mol: 1.7
Net charge: -1
E_HOMO, Eh: -0.1131
LUMO energy, Ha: 0.1786
Largest force on an atom, eV/A: 0.6

Atomic partial charges in e from the Löwdin method, atoms 1 to 6: number 1, N, carries -0.056; number 2, C, carries -0.593; number 3, O, carries -0.340; number 4, H, carries 0.024; number 5, H, carries 0.024; number 6, H, carries 0.075

=====

# 7
Computed, not measured: one molecule with the formula C13H12N4O4, with wB97M-V/def2-TZVPD.

Geometry (Å):
C1 0.8237 7.0354 -1.1583
H1 0.2079 7.6603 -1.8034
O1 0.2815 5.7417 -1.2519
C2 0.8757 4.7344 -0.5230
C3 1.9736 4.8752 0.3048
C4 2.4733 3.7687 0.9851
C5 1.8861 2.5346 0.8422
C6 0.7735 2.3696 0.0087
C7 0.2666 3.4775 -0.6771
O2 -0.8116 3.3497 -1.4930
H2 -0.9999 4.2221 -1.8671
C8 0.1429 1.0813 -0.1560
N1 0.5780 0.0505 0.4508
N2 -0.0432 -1.1222 0.2618
C9 0.3656 -2.2677 0.8743
O3 1.3014 -2.3589 1.6353
C10 -0.4799 -3.4474 0.5057
N3 -1.4737 -3.2851 -0.3185
N4 -2.2067 -4.3347 -0.6325
C11 -2.0509 -5.6441 -0.1811
O4 -2.8093 -6.5088 -0.5620
C12 -0.9336 -5.7915 0.7367
C13 -0.1740 -4.7249 1.0677
H3 0.6645 -4.7883 1.7445
H4 -0.7520 -6.7804 1.1280
H5 -2.9701 -4.1552 -1.2792
H6 -0.8536 -1.1819 -0.3617
H7 -0.7223 1.0385 -0.8261
H8 2.2582 1.6665 1.3599
H9 3.3307 3.8923 1.6281
H10 2.4492 5.8347 0.4305
H11 0.7764 7.4148 -0.1331
H12 1.8594 7.0605 -1.5104

Atoms 1-6, force components in eV/Å:
C 0.08 0.30 -0.01
H 0.09 0.01 0.07
O -0.05 -0.68 0.14
C -0.05 0.05 -0.06
C -0.18 0.14 -0.18
C 0.04 -0.09 0.05

Results
Multiplicity: 1
ΔE to the lowest compared entry with this formula, charge and spin, kcal/mol: 0.0
E_HOMO, Eh: -0.3057
LUMO energy, Ha: -0.0096
Largest force on an atom, eV/A: 1.1
SMILES: COc1cccc(/C=N/NC(=O)c2ccc(=O)[nH]n2)c1O

Atomic partial charges in e from the Löwdin method, atoms 1 to 6: number 1, C, carries -0.080; number 2, H, carries 0.095; number 3, O, carries -0.099; number 4, C, carries -0.202; number 5, C, carries -0.020; number 6, C, carries -0.080

=====

# 8
Computed, not measured: one molecule with the formula C15H13F2NO3, with wB97M-V/def2-TZVPD.

Geometry (Å):
O1 -3.2539 -1.9484 -1.9172
O2 2.7421 0.2943 2.9593
F1 -5.5943 -0.3297 0.6075
F2 -4.4881 -2.1291 1.2298
O3 0.5201 0.6993 2.8647
C1 -2.6880 -1.1206 -1.2497
C2 1.6727 0.1802 2.4052
C3 -1.3496 -0.6992 -1.5708
C4 -1.5013 0.7787 0.3909
C5 -0.7299 0.2401 -0.7371
C6 -2.7822 0.3741 0.7048
C7 2.1872 2.0084 -2.3587
C8 3.2442 1.7242 -1.4834
C9 0.8976 1.5251 -2.1017
C10 3.0221 0.9451 -0.3753
C11 0.6410 0.7313 -0.9849
C12 1.7429 0.3924 -0.1276
N1 -3.3985 -0.6020 -0.1506
C13 -4.6786 -1.2366 0.2102
C14 2.4971 -1.7441 0.9880
C15 1.5532 -0.5634 1.0719
H1 0.7308 1.1304 3.6846
H2 -0.8770 -1.0989 -2.4516
H3 -1.0320 1.5567 1.0238
H4 -3.2830 0.7144 1.5855
H5 2.4180 2.5178 -3.2950
H6 4.2513 2.0888 -1.6954
H7 0.0941 1.7891 -2.7235
H8 3.8678 0.7551 0.2987
H9 -5.0648 -1.7447 -0.6976
H10 2.2737 -2.3369 0.0654
H11 3.5237 -1.4696 0.9936
H12 2.2912 -2.3808 1.8515
H13 0.5502 -1.0415 0.9849

Atoms 1-6, force components in eV/Å:
O -0.66 -1.32 -1.17
O -0.81 0.19 0.12
F 0.45 0.20 0.36
F -0.11 0.60 -0.37
O 0.04 -0.54 -0.81
C -0.71 -0.35 -0.13

Results
Multiplicity: 1
ΔE to the lowest compared entry with this formula, charge and spin, kcal/mol: 0.0
E_HOMO, Eh: -0.3250
LUMO energy, Ha: -0.0046
Largest force on an atom, eV/A: 3.7
SMILES: C[C@@H](C(=O)O)c1ccccc1-c1ccn(C(F)F)c(=O)c1

Atomic partial charges in e from the Löwdin method, atoms 1 to 6: number 1, O, carries 0.054; number 2, O, carries 0.115; number 3, F, carries 0.086; number 4, F, carries 0.079; number 5, O, carries 0.123; number 6, C, carries -0.442